Entry 1:
{
  "formula": "C42H41EuNO3P2S",
  "method": "ωB97M-V/def2-TZVPD",
  "lumo_ev": [0.3, 0.3],
  "multiplicity": 8,
  "relative_energy_kj_mol": 91.5,
  "e_tot_ev": -100588.6665,
  "orbital_gap_ha": [0.21473, 0.22132],
  "homo_energy_ev": [-5.592, -5.760],
  "species": ["Eu", "C", "C", "C", "C", "C", "C", "C", "C", "C", "H", "H", "H", "H", "H", "H", "H", "H", "H", "H", "H", "H", "H", "H", "H", "P", "P", "C", "C", "C", "C", "C", "C", "C", "C", "C", "C", "C", "C", "C", "C", "C", "C", "C", "C", "C", "C", "C", "C", "C", "C", "C", "C", "H", "H", "H", "H", "H", "H", "H", "H", "H", "H", "H", "H", "H", "H", "H", "H", "H", "H", "H", "H", "H", "H", "O", "C", "N", "S", "O", "O", "C", "C", "C", "C", "C", "C", "H", "H", "H", "H"],
  "xyz": [[-0.499, 1.292, -0.619], [-1.795, 1.029, -6.105], [-1.867, -0.285, -5.903], [-1.199, -1.299, -6.804], [0.243, -0.982, -7.265], [1.097, -0.107, -6.399], [1.145, 1.230, -6.466], [0.242, 2.078, -7.294], [-1.235, 1.626, -7.361], [1.394, 0.542, 0.835], [-2.221, 1.747, -5.400], [-2.573, -0.712, -5.171], [-1.830, -1.429, -7.700], [-1.198, -2.279, -6.314], [0.758, -1.950, -7.383], [0.181, -0.517, -8.256], [1.829, -0.665, -5.815], [2.037, 1.768, -6.136], [0.645, 2.122, -8.312], [0.273, 3.106, -6.926], [-1.845, 2.492, -7.677], [-1.308, 0.864, -8.151], [1.100, 1.377, 1.496], [2.464, 0.385, 0.878], [0.892, -0.350, 1.210], [-1.643, -0.852, -2.397], [1.747, -0.113, -1.782], [-0.279, -1.167, -3.474], [1.044, -0.829, -3.286], [-2.566, -2.335, -2.022], [-2.853, -3.335, -2.977], [-3.646, -4.428, -2.609], [-4.101, -4.556, -1.290], [-3.741, -3.609, -0.318], [-2.962, -2.512, -0.671], [-2.722, 0.592, -2.693], [-2.173, 1.911, -2.807], [-3.000, 3.024, -2.591], [-4.392, 2.856, -2.568], [-4.957, 1.571, -2.565], [-4.124, 0.455, -2.566], [3.261, -1.084, -1.564], [3.060, -2.351, -0.978], [4.172, -3.144, -0.706], [5.462, -2.711, -1.022], [5.638, -1.462, -1.614], [4.547, -0.637, -1.903], [2.227, 1.598, -2.252], [2.380, 2.555, -1.231], [2.717, 3.870, -1.545], [2.890, 4.246, -2.879], [2.675, 3.317, -3.903], [2.336, 2.002, -3.588], [-0.561, -1.796, -4.321], [1.798, -1.189, -4.003], [-2.452, -3.238, -3.989], [-3.910, -5.174, -3.364], [-4.745, -5.394, -1.023], [-4.067, -3.722, 0.718], [-2.614, -1.789, 0.081], [-1.104, 2.058, -3.063], [-2.558, 4.022, -2.452], [-5.059, 3.722, -2.541], [-6.044, 1.431, -2.539], [-4.534, -0.549, -2.455], [2.037, -2.671, -0.725], [4.015, -4.109, -0.243], [6.324, -3.347, -0.839], [6.628, -1.102, -1.873], [4.661, 0.353, -2.361], [2.227, 2.239, -0.192], [2.858, 4.588, -0.738], [3.234, 5.248, -3.125], [2.801, 3.608, -4.946], [2.131, 1.266, -4.357], [-0.584, -2.226, 1.751], [-1.084, -1.168, 2.152], [-1.518, -0.176, 1.253], [-2.202, 1.133, 1.975], [-1.364, 2.279, 1.524], [-3.615, 1.225, 1.747], [-1.890, 0.545, 3.610], [-2.401, 1.065, 4.805], [-2.170, 0.346, 5.998], [-1.509, -0.894, 5.946], [-1.088, -1.434, 4.731], [-1.288, -0.709, 3.556], [-2.914, 2.035, 4.802], [-2.571, 0.741, 6.948], [-1.376, -1.453, 6.867], [-0.594, -2.400, 4.665]]
}

=====

Entry 2:
{
  "formula": "C42H41GeIN3O7PTi",
  "method": "ωB97M-V/def2-TZVPD",
  "lumo_ev": [-0.5, -0.6],
  "relative_energy_kj_mol": 168.7,
  "e_tot_ev": -160036.0297,
  "orbital_gap_ha": [0.26288, 0.26280],
  "homo_energy_ev": [-7.702, -7.701],
  "species": ["Ti", "I", "C", "C", "C", "C", "C", "C", "C", "C", "C", "P", "C", "C", "C", "C", "C", "C", "C", "C", "C", "C", "C", "C", "C", "H", "H", "H", "H", "H", "H", "H", "H", "H", "H", "H", "H", "H", "H", "H", "H", "C", "N", "C", "C", "C", "C", "C", "C", "C", "C", "H", "H", "H", "H", "H", "H", "H", "H", "H", "H", "H", "H", "O", "C", "O", "C", "C", "C", "C", "C", "C", "O", "N", "O", "O", "N", "O", "O", "H", "H", "C", "Ge", "C", "C", "C", "H", "H", "H", "H", "H", "H", "H", "H", "H", "H", "H"],
  "xyz": [[-19.442, 8.904, 1.507], [-19.174, 6.865, 4.768], [-18.165, 5.065, 4.881], [-18.187, 4.572, 6.144], [-17.645, 3.334, 6.480], [-17.047, 2.607, 5.520], [-16.989, 3.077, 4.186], [-16.368, 2.202, 3.249], [-16.311, 2.571, 1.941], [-16.879, 3.804, 1.555], [-17.495, 4.702, 2.388], [-18.309, 6.102, 1.408], [-19.802, 5.078, 0.897], [-19.803, 3.783, 0.373], [-20.996, 3.156, 0.053], [-22.206, 3.777, 0.308], [-22.243, 5.019, 0.917], [-21.025, 5.663, 1.210], [-17.023, 6.487, 0.036], [-15.601, 6.033, 0.346], [-14.524, 6.091, -0.439], [-14.445, 6.584, -1.818], [-15.365, 7.333, -2.417], [-16.704, 7.621, -1.830], [-17.559, 4.340, 3.790], [-18.660, 5.193, 6.898], [-17.746, 2.986, 7.508], [-16.668, 1.606, 5.715], [-15.958, 1.257, 3.615], [-15.878, 1.938, 1.167], [-16.840, 4.002, 0.494], [-18.860, 3.274, 0.184], [-20.977, 2.163, -0.406], [-23.111, 3.264, 0.021], [-23.167, 5.488, 1.197], [-21.045, 6.595, 1.752], [-15.410, 5.690, 1.355], [-13.594, 5.779, 0.022], [-13.524, 6.404, -2.365], [-15.172, 7.637, -3.432], [-17.276, 8.309, -2.486], [-16.602, 9.286, 2.693], [-17.688, 10.069, 2.111], [-17.812, 11.339, 2.808], [-17.432, 10.276, 0.654], [-17.919, 8.993, -0.010], [-16.806, 8.025, -0.350], [-17.471, 6.337, -1.453], [-18.941, 6.590, -1.601], [-19.633, 7.668, -1.243], [-19.235, 8.954, -0.634], [-15.660, 9.849, 2.658], [-16.456, 8.357, 2.159], [-16.832, 9.027, 3.728], [-16.838, 11.848, 2.845], [-18.191, 11.187, 3.840], [-18.506, 11.965, 2.277], [-16.354, 10.416, 0.471], [-17.944, 11.175, 0.353], [-15.851, 8.419, 0.012], [-17.157, 5.409, -1.946], [-19.530, 5.796, -2.088], [-20.669, 7.607, -1.520], [-20.826, 9.362, 5.011], [-21.058, 9.548, 3.850], [-20.826, 8.663, 2.928], [-21.614, 10.855, 3.321], [-22.506, 11.565, 4.077], [-22.908, 12.824, 3.665], [-22.355, 13.427, 2.554], [-21.428, 12.703, 1.831], [-21.071, 11.376, 2.117], [-20.196, 10.735, 1.369], [-20.771, 13.422, 0.745], [-21.445, 14.244, 0.181], [-19.600, 13.203, 0.487], [-23.906, 13.573, 4.440], [-24.134, 14.729, 4.157], [-24.472, 12.920, 5.300], [-22.843, 11.091, 4.988], [-22.579, 14.440, 2.247], [-22.997, 10.078, -0.127], [-21.846, 10.137, -1.688], [-22.145, 11.826, -2.610], [-22.429, 8.635, -2.768], [-19.889, 10.138, -1.360], [-23.990, 9.726, -0.432], [-23.101, 11.074, 0.302], [-22.598, 9.425, 0.654], [-23.241, 11.917, -2.794], [-21.613, 11.891, -3.540], [-21.830, 12.649, -1.953], [-23.375, 8.934, -3.209], [-22.640, 7.767, -2.126], [-21.740, 8.304, -3.536], [-19.658, 11.059, -0.853], [-19.462, 10.182, -2.366]]
}

=====

Entry 3:
{
  "formula": "C42H42BrN7O2PSeSn",
  "method": "ωB97M-V/def2-TZVPD",
  "lumo_ev": -9.2,
  "relative_energy_kj_mol": 59.4,
  "charge": 3,
  "e_tot_ev": -209247.9567,
  "orbital_gap_ha": 0.19411,
  "homo_energy_ev": -14.443,
  "species": ["Sn", "Br", "C", "C", "C", "C", "C", "C", "N", "N", "C", "C", "C", "C", "O", "C", "N", "C", "C", "C", "C", "H", "H", "H", "H", "H", "H", "H", "H", "H", "C", "P", "C", "C", "C", "C", "C", "C", "C", "C", "C", "C", "C", "C", "H", "H", "H", "H", "H", "H", "H", "H", "H", "H", "H", "H", "H", "C", "N", "C", "Se", "N", "C", "C", "C", "C", "C", "C", "H", "H", "H", "H", "H", "H", "H", "H", "C", "N", "C", "C", "C", "N", "C", "C", "O", "H", "H", "H", "H", "H", "H", "H", "H", "H", "H", "H", "H"],
  "xyz": [[0.836, 0.773, -0.482], [4.767, -8.862, -6.790], [5.172, -7.706, -5.422], [5.874, -8.185, -4.311], [6.137, -7.334, -3.274], [5.711, -5.989, -3.356], [5.036, -5.502, -4.507], [4.763, -6.359, -5.528], [5.967, -5.232, -2.269], [5.843, -4.028, -2.165], [5.335, -3.016, -1.591], [6.019, -1.717, -1.758], [5.403, -0.583, -1.449], [4.008, -0.593, -0.960], [3.361, 0.421, -0.836], [3.394, -1.905, -0.571], [2.221, -1.836, 0.054], [1.682, -2.976, 0.485], [2.295, -4.216, 0.304], [3.485, -4.279, -0.392], [4.052, -3.093, -0.846], [6.200, -9.216, -4.277], [6.673, -7.669, -2.394], [4.753, -4.458, -4.571], [4.247, -6.021, -6.415], [7.032, -1.719, -2.146], [5.885, 0.378, -1.576], [0.729, -2.898, 1.003], [1.834, -5.111, 0.701], [3.972, -5.233, -0.561], [-1.786, -3.263, -1.169], [-1.369, -1.667, -0.367], [-1.664, -1.986, 1.403], [-2.498, -2.999, 1.879], [-2.699, -3.168, 3.245], [-2.075, -2.324, 4.154], [-1.230, -1.319, 3.699], [-1.024, -1.162, 2.335], [-2.797, -0.645, -0.880], [-3.965, -0.502, -0.131], [-5.041, 0.216, -0.642], [-4.965, 0.787, -1.907], [-3.798, 0.667, -2.654], [-2.716, -0.033, -2.135], [-2.847, -3.484, -1.065], [-1.199, -4.071, -0.731], [-1.554, -3.197, -2.230], [-2.998, -3.667, 1.185], [-3.349, -3.958, 3.600], [-2.247, -2.449, 5.217], [-0.730, -0.671, 4.410], [-0.352, -0.381, 1.990], [-4.049, -0.968, 0.845], [-5.953, 0.308, -0.061], [-5.819, 1.317, -2.315], [-3.743, 1.092, -3.651], [-1.807, -0.126, -2.722], [1.337, 2.534, 4.212], [0.681, 3.395, 3.223], [0.985, 3.502, 1.923], [2.298, 2.563, 0.954], [0.197, 4.446, 1.399], [-0.648, 4.981, 2.371], [-1.617, 5.974, 2.325], [-2.267, 6.253, 3.511], [-1.967, 5.561, 4.697], [-0.999, 4.576, 4.733], [-0.344, 4.306, 3.536], [2.244, 2.127, 3.785], [0.671, 1.725, 4.506], [1.589, 3.129, 5.088], [0.277, 4.747, 0.442], [-1.838, 6.520, 1.414], [-3.023, 7.029, 3.532], [-2.502, 5.811, 5.604], [-0.770, 4.041, 5.647], [-2.406, 2.296, 1.844], [-2.593, 3.151, 0.672], [-3.747, 4.061, 0.670], [-4.131, 4.408, -0.750], [-2.923, 4.918, -1.502], [-1.808, 3.967, -1.371], [-0.765, 4.000, -2.396], [-1.723, 3.091, -0.350], [-0.775, 2.249, -0.318], [-2.859, 2.794, 2.702], [-1.348, 2.154, 2.046], [-2.872, 1.318, 1.710], [-3.506, 4.963, 1.241], [-4.569, 3.557, 1.175], [-4.911, 5.166, -0.750], [-4.518, 3.520, -1.245], [-2.618, 5.898, -1.131], [-3.152, 5.021, -2.559], [-0.973, 3.302, -3.210], [0.204, 3.760, -1.970], [-0.723, 5.006, -2.808]]
}

=====

> Number 3 is which compound?

C42H42BrN7O2PSeSn